The following is a quantum chemistry calculation of a molecular structure, C40H63BBr22FNO5 at a distorted geometry, from OMol25.

XYZ file:
```
133
Properties=species:S:1:pos:R:3
H -6.20 -3.65 -4.21
C -6.25 -3.27 -3.18
H 7.66 9.18 2.31
H 4.68 -1.35 3.80
C 4.82 5.18 7.39
C 6.98 8.33 2.32
H -4.66 0.10 2.16
H -0.32 -4.62 -5.47
H -0.47 0.83 -3.35
O -2.88 2.83 2.49
H -5.58 -5.60 -4.35
C -5.36 4.97 -3.98
C 0.00 -5.44 -3.36
H -0.32 2.31 2.26
H -4.57 5.45 1.83
C 6.74 2.10 1.15
C 2.10 -3.00 -1.02
Br 3.70 -1.25 6.58
H -0.92 2.07 -4.55
C -5.33 -7.77 -4.19
H -5.95 3.47 -2.50
C 4.39 -2.71 5.49
H 3.27 1.29 0.56
H -2.73 -3.23 0.32
C -1.97 2.27 -2.68
H 7.54 7.38 4.21
H -5.26 5.07 -5.06
H 0.01 -5.65 -1.09
Br 2.53 -2.54 3.31
C 2.76 1.99 4.65
B -3.15 1.55 1.76
H -2.63 2.61 3.46
Br 5.18 6.66 3.81
Br -1.87 1.58 -0.86
Br -7.39 -3.46 -0.56
H 5.43 -2.84 5.82
N -4.58 1.03 1.69
H -5.32 -3.51 -2.66
O 1.27 3.83 3.68
H 3.08 -3.68 -0.94
H 3.93 2.00 4.76
H -3.81 -7.37 0.76
F -1.51 -5.57 -3.29
Br -1.37 -5.93 3.34
H 4.20 5.88 5.41
H 1.52 -4.63 -4.96
H -5.60 -6.48 -5.90
Br -6.30 -1.33 -3.37
H -5.25 1.73 2.13
H -7.57 -4.87 -2.58
H 5.78 6.47 5.97
H -4.04 -0.60 -1.14
Br 7.90 6.93 1.32
C 0.77 -3.54 -1.50
O -1.43 -2.65 -2.49
H -2.88 1.83 -3.10
C 5.10 5.62 5.98
C 2.17 2.85 3.39
H 3.82 -3.61 5.74
H 7.29 1.74 -0.90
O 3.54 -0.88 -0.86
H -7.16 3.80 -3.77
H 3.04 0.55 2.28
C -3.02 -6.69 2.64
H 4.94 -3.07 3.43
C -0.31 1.37 1.54
C 4.97 -3.26 -4.04
C 6.69 2.45 -0.32
C -4.00 6.34 1.57
C -6.09 3.72 -3.55
H 5.44 -2.42 -3.52
Br -3.35 -4.97 0.37
C -1.82 0.80 1.11
C -5.89 -6.52 -4.84
Br -5.86 6.52 -0.61
C -3.65 -2.48 0.25
H 6.08 8.59 1.76
C -0.76 1.88 -3.48
C 2.57 1.31 1.53
C -0.47 -1.18 -0.49
C 4.53 -2.86 -5.43
Br 3.30 3.96 7.46
C 0.69 -5.13 -1.91
Br 6.02 4.22 4.98
H -3.06 -7.71 3.06
H 2.30 0.90 4.56
C 2.33 -1.39 -0.62
H -3.71 7.70 -0.12
Br -5.48 2.17 -4.58
C 1.03 -0.59 -0.02
Br -5.47 -7.67 -2.25
H 7.77 1.97 1.48
C -4.05 6.68 0.10
H 0.38 -6.52 -3.69
Br -3.56 5.02 -3.24
C 1.11 0.71 1.03
C -1.87 -0.49 0.09
H 6.16 1.21 1.41
Br 4.88 2.28 -1.03
H 5.36 -2.37 -5.96
C 0.44 -4.42 -4.57
H -2.96 6.21 1.90
C -3.34 -1.14 -0.38
Br -4.70 7.80 2.66
Br 0.79 2.97 -3.01
H -2.11 3.36 -2.60
Br 6.04 3.56 2.24
C -7.49 -3.78 -2.48
H -2.06 -7.08 0.72
Br 4.08 -4.42 -6.51
H 1.75 -5.67 -1.91
H 3.66 -2.20 -5.44
H 5.66 4.67 7.87
H -4.71 -2.75 0.69
Br -7.84 -6.55 -4.85
H 2.30 2.45 5.65
C 6.70 7.89 3.74
H 4.52 6.04 8.01
H 5.65 -4.11 -4.03
C -0.49 -2.46 -1.56
H 7.02 3.47 -0.54
H 6.40 8.74 4.35
H -8.41 -3.32 -2.83
C -3.01 -6.74 1.13
H -3.45 5.98 -0.48
O 2.54 2.71 1.97
H 0.37 -3.28 -4.31
C 4.34 -2.37 4.02
H -5.84 -8.68 -4.50
H -3.84 -6.10 3.05
Br 3.43 -3.74 -2.94
H -5.86 5.86 -3.58
H -4.26 -7.86 -4.39
```

Computed properties:
ΔE to the lowest compared entry with this formula, charge and spin: 1725.62 kJ/mol
E_LUMO: -1.524 eV
highest occupied orbital energy: -7.183 eV
F_max: 8.6 eV/Å
total charge: 0
energy: -58745.096438 Eh
HOMO-LUMO gap: 5.659 eV

Here are the Löwdin charges for atoms 1 to 5, given in e: number 1, H, carries 0.04; number 2, C, carries -0.70; number 3, H, carries 0.06; number 4, H, carries 0.05; number 5, C, carries -0.66



The following is a quantum chemistry calculation of a molecular structure, C40H63FFeN2O2 at a distorted geometry, from OMol25.

XYZ file:
```
109
Properties=species:S:1:pos:R:3
C 2.53 -0.30 0.92
C -1.98 6.06 0.09
H 4.43 0.97 -2.17
H -1.02 5.94 -2.48
C -1.00 3.90 -0.58
C 3.28 -0.79 -3.82
C -3.16 -3.52 -0.55
O 0.63 -0.57 -0.46
H -2.41 -7.23 -2.02
H -2.72 -1.27 -2.86
C 1.90 -0.34 -0.35
H -0.35 -1.51 4.17
C 6.02 2.56 -1.07
H -0.01 7.04 -1.53
C 4.42 0.88 -0.04
H 0.03 5.14 1.62
H -2.79 5.96 -0.63
C -1.50 -6.83 0.49
H -1.60 -6.70 1.56
H 3.87 3.36 0.52
H -4.63 0.75 -1.54
C -2.33 -4.46 0.05
C -5.49 -1.69 -0.82
F 1.05 2.06 1.27
O -2.02 -0.40 0.88
H 1.36 1.17 -4.42
H 6.52 1.81 -1.68
C -0.11 -0.59 3.61
C -2.30 -6.17 -1.76
H 3.52 -1.80 -3.47
H -1.78 7.12 0.26
H 5.44 3.93 1.14
H 1.21 4.78 0.38
C 3.91 0.61 -1.30
H -4.67 -5.80 -0.38
C -1.18 -2.60 1.12
C -1.40 0.24 3.59
C 0.39 5.45 0.64
H 6.35 0.98 1.98
C -2.50 -5.94 -0.26
H -0.48 -6.59 0.20
C 2.70 -0.03 -1.49
H 4.19 -0.21 -3.82
H 6.74 3.34 -0.83
H 2.11 0.11 2.93
H -2.15 -0.31 3.04
H 2.41 -1.61 2.62
H -1.31 -5.85 -2.06
N 0.44 -0.91 2.30
C 3.76 0.31 1.04
H 4.50 2.71 2.01
C 0.11 -2.26 1.85
H -5.70 -2.72 -1.07
H 1.12 1.69 -2.74
H -2.39 3.06 2.12
H -3.03 -5.61 -2.34
C 6.67 1.39 1.02
C 4.79 3.06 1.02
C 1.88 -0.70 2.24
H -4.40 -0.90 -3.26
H -3.16 1.47 2.13
H -4.06 -6.21 1.22
H -3.07 2.42 3.64
C -4.04 -1.29 -1.15
H -2.31 5.62 1.03
H -0.61 -4.62 1.32
H 7.41 2.17 1.21
C -2.54 2.16 2.71
C 2.18 -0.18 -2.92
C -1.33 -3.95 0.87
C -2.08 -1.64 0.56
C 0.94 -1.06 -3.07
H 2.71 1.86 -3.50
H 0.07 -0.59 -2.62
C -3.76 -1.53 -2.65
H -4.13 0.46 0.13
H -0.35 3.39 3.22
C 1.82 1.23 -3.43
H -2.91 0.57 -1.14
H 7.15 0.59 0.45
H -3.92 -3.88 -1.23
C -3.07 -2.16 -0.34
H -6.19 -1.05 -1.36
H -0.82 2.58 4.75
H 0.20 -2.95 2.72
H 0.90 -2.55 1.15
H 5.21 3.00 -1.64
H 0.64 -0.06 4.19
C -0.25 5.99 -1.71
H -1.73 0.36 4.65
H -3.92 -2.56 -2.94
H 0.64 5.49 -2.08
H -4.08 -7.43 -0.06
C -3.92 -6.37 0.15
C -1.18 2.70 -0.62
H -1.68 -7.88 0.25
Fe -0.45 1.04 0.42
H -5.67 -1.56 0.25
N -1.25 1.54 2.95
C -0.42 2.43 3.73
H 2.92 -0.85 -4.85
H 0.74 -1.24 -4.13
C -3.92 0.22 -0.91
H 0.59 2.03 3.79
H 4.19 0.40 2.03
C -0.72 5.34 -0.40
C 5.48 1.94 0.22
H 0.77 6.48 0.71
H 1.08 -2.03 -2.58
```

Computed properties:
ΔE to the lowest compared entry with this formula, charge and spin: 169.15 kJ/mol
E_LUMO (spin up / spin down): 2.655 / 1.873 eV
highest occupied orbital energy (spin up / spin down): -4.371 / -4.478 eV
multiplicity: 6
F_max: 3.1 eV/Å
total charge: -1
energy: -3185.561722 Eh
HOMO-LUMO gap (spin up / spin down): 7.026 / 6.352 eV

Here are the Löwdin charges for atoms 1 to 5, given in e: number 1, C, carries -0.13; number 2, C, carries -0.06; number 3, H, carries 0.09; number 4, H, carries 0.08; number 5, C, carries -0.16



The following is a quantum chemistry calculation of a molecular structure, C40H65AsMnP2Si at a distorted geometry, from OMol25.

XYZ file:
```
110
Properties=species:S:1:pos:R:3
C -3.87 -1.99 -0.74
H 1.34 1.33 4.21
Mn 0.26 0.62 -0.16
H 1.48 5.39 -0.47
H -3.65 -3.55 -2.21
H 6.18 0.25 3.56
H -1.08 0.20 4.65
H -3.92 1.58 -4.69
H -1.19 -3.92 -1.40
H 4.59 1.51 -0.90
H -2.09 -1.46 -1.79
H -1.75 -2.30 1.12
H 1.49 -4.08 3.19
C 5.87 -0.53 1.58
H -0.07 5.66 0.40
C 4.41 0.96 0.03
H 1.92 2.29 2.85
As 0.26 3.16 -0.16
C 0.41 5.11 -0.43
H 3.99 -2.59 -2.02
C -1.50 -2.35 0.05
C 3.70 -2.12 -2.95
H -0.93 -4.41 0.27
H -3.04 2.41 -1.08
H 0.31 3.98 2.29
C 1.00 -2.05 2.68
H 0.65 2.20 2.18
C 3.68 -0.60 -2.81
C -3.18 1.06 -2.73
H 5.33 2.71 0.87
H 3.60 2.68 1.14
H -5.50 3.27 -1.72
H 6.81 -1.10 1.56
H 3.25 -4.27 1.46
H -5.23 -0.13 3.73
H 4.87 2.33 3.23
H 0.34 2.62 3.54
C 1.71 -3.24 2.54
C -3.91 0.13 2.04
P -2.23 0.36 -0.22
H 0.88 -0.29 -3.38
P 2.68 0.36 -0.22
C 1.04 1.82 3.28
H -3.04 -5.37 -0.67
H -4.96 -3.83 -1.06
H 3.60 -0.19 -3.82
H -6.14 2.40 -3.94
H -4.31 -1.90 0.26
H -3.75 2.95 -3.60
H -4.51 -1.44 -1.43
H -1.90 3.97 1.00
C 5.54 -0.06 0.16
H -5.29 0.39 -0.80
H -4.75 0.06 1.36
Si 0.27 0.62 2.10
H -6.79 2.09 -1.56
H -5.86 0.74 -3.40
H -1.97 2.20 0.66
H -5.00 1.85 0.14
H 0.37 -0.38 -1.71
C -1.57 -3.81 -0.38
H -0.08 5.39 -1.38
H 2.38 -3.76 -3.42
H 3.77 -2.38 0.02
H -0.47 -2.01 -0.06
C 2.29 -1.03 0.85
H 0.23 -2.00 3.45
C 1.17 -0.68 -2.39
C 4.49 2.04 1.13
H -3.41 0.01 -2.94
C 1.27 -0.94 1.85
C -4.20 0.01 3.40
C -2.60 0.31 1.56
H 5.10 -1.21 1.95
C -3.93 -3.46 -1.15
H 2.42 1.01 -2.38
C 0.85 3.19 1.72
H -3.35 -4.34 0.73
H -3.39 -0.07 5.39
C -2.44 -1.43 -0.75
C -5.53 1.78 -3.27
C -1.67 3.18 0.25
C -4.88 1.40 -0.85
C -4.06 1.90 -3.65
C -1.86 0.18 3.90
H 4.65 -0.25 -2.45
C 2.97 -2.25 0.74
H 0.27 -2.56 -2.89
H 1.94 3.39 1.76
H 2.15 -2.34 -4.43
C 6.01 0.63 2.55
C 1.23 -2.20 -2.49
H -2.24 3.39 -0.68
H 4.46 -2.40 -3.69
C -3.39 1.38 -1.23
H -2.13 1.22 -3.01
H 5.39 -0.94 -0.48
C 2.51 -0.02 -2.00
H 6.45 0.42 -0.23
C -5.74 2.21 -1.83
C 2.69 -3.34 1.57
H 6.88 1.24 2.29
C -3.17 0.03 4.33
C 4.75 1.49 2.53
H 1.35 -2.64 -1.50
C -3.00 -4.33 -0.31
C 2.35 -2.66 -3.41
H 0.26 -1.11 -0.16
C -1.54 0.32 2.52
H 3.90 0.90 2.87
```

Computed properties:
E_LUMO (spin up / spin down): 0.561 / 0.498 eV
highest occupied orbital energy (spin up / spin down): -4.877 / -6.234 eV
multiplicity: 6
F_max: 8.6 eV/Å
total charge: 0
energy: -5921.739942 Eh
HOMO-LUMO gap (spin up / spin down): 5.438 / 6.732 eV

Here are the Löwdin charges for atoms 1 to 5, given in e: number 1, C, carries -0.21; number 2, H, carries 0.07; number 3, Mn, carries 0.14; number 4, H, carries 0.02; number 5, H, carries 0.11



The following is a quantum chemistry calculation of 7 unconnected molecules or ions with the total composition C40H65BrFN3O19P at a distorted geometry, from OMol25.

XYZ file:
```
130
Properties=species:S:1:pos:R:3
H -4.89 0.35 -6.14
H 2.73 -12.80 -1.61
O -3.29 -2.10 -8.58
C 5.25 8.78 6.51
H -3.40 5.32 2.24
O -4.02 -0.05 -7.96
H 4.35 8.78 7.14
H 2.10 1.27 -2.06
H 4.28 2.13 5.57
C 2.95 1.79 -1.64
O 6.82 8.02 7.98
H 4.68 10.57 5.47
C 1.13 -12.22 -0.30
C 0.54 4.18 -0.93
C 4.99 9.55 5.24
O -3.89 -3.39 -3.03
C 3.51 2.74 -2.73
O -5.59 -4.69 -2.39
C -3.17 4.07 -0.99
H 2.55 1.96 0.48
O 1.08 5.02 4.88
P -2.83 1.07 -0.25
C 6.46 9.22 7.29
C -4.86 -3.58 -2.11
C -5.21 -5.13 -3.71
H -2.14 -1.29 -0.27
O -2.66 -1.19 -6.61
H -3.56 -0.35 -4.18
H 2.33 5.05 -0.95
H -1.85 7.08 1.17
O 6.69 5.84 7.43
C 0.78 3.74 4.57
H -4.58 5.31 -0.01
H 1.44 0.44 0.09
H -1.85 0.69 -6.50
C 2.41 2.57 -0.41
H 0.12 -5.18 0.37
C 1.10 0.52 2.54
H -2.37 -3.81 -5.20
C 0.36 0.54 0.12
H 0.47 -7.68 -1.34
H 2.55 -6.49 -1.65
H 1.05 6.09 -0.81
O -0.67 -5.64 -4.28
H -3.37 -0.91 -1.52
C 3.98 3.10 5.96
C 6.39 6.97 7.24
H -1.69 -0.42 -1.73
H -3.37 7.33 1.51
H -5.89 -4.67 -4.43
H -4.34 3.81 0.85
C -0.04 1.91 -0.31
H 4.57 2.61 -2.87
H -3.76 3.24 -1.35
C -0.06 -5.86 -3.28
C -3.32 -1.21 -7.80
H -2.87 0.07 1.97
C -0.35 -12.35 -0.08
O -0.68 -11.07 0.48
H -4.41 0.85 1.61
H 2.91 5.90 5.38
H -3.20 -5.26 -5.77
C -2.69 0.16 -4.59
H -4.02 1.72 -6.88
H 1.69 -12.40 0.63
H 4.86 3.73 6.07
H 5.88 9.58 4.62
C 0.42 -6.61 -1.21
H 1.14 -12.93 -2.33
C -3.34 0.94 1.51
H 3.05 3.44 -0.27
H -1.81 -0.37 -4.23
H -3.09 -5.27 -3.31
O -0.27 3.38 4.14
C -3.80 -4.61 -3.82
H 0.69 0.54 3.55
C -3.32 -4.33 -5.22
H 4.20 9.07 4.66
H -0.02 -0.23 -0.54
H 1.54 1.50 2.37
H -3.21 4.83 -1.77
O 0.14 -9.00 0.14
H -0.85 0.93 1.88
H 0.91 -6.68 0.89
H -0.82 -6.65 0.54
H 1.84 -0.28 2.53
O -0.62 -6.11 -2.08
H 6.25 10.02 8.00
C -2.91 5.36 1.27
O -0.43 -1.11 1.68
H 3.27 3.77 -2.47
O 1.83 2.92 4.82
H -5.28 -6.21 -3.78
H 1.66 -14.13 -1.13
C 1.70 -13.07 -1.40
C -3.82 4.60 0.31
C -2.49 -0.56 -1.00
C 0.15 -6.27 0.23
H 7.29 9.51 6.65
H -0.62 -13.15 0.61
O 1.24 -10.82 -0.61
C -2.72 0.15 -6.10
C 0.23 -10.18 0.02
H -2.97 1.80 2.07
H -2.67 1.18 -4.21
H 2.13 4.94 6.66
H -1.94 4.90 1.42
C -4.00 0.65 -6.72
N 1.38 5.23 -1.23
O 1.29 -5.88 -3.20
H -4.03 -3.70 -5.76
O -5.06 -2.87 -1.18
C 1.63 -5.93 -1.80
F -1.10 5.69 -1.38
H 3.02 2.53 -3.67
H -0.91 -12.47 -1.01
H 3.45 3.95 4.06
C 2.99 3.76 5.04
C 0.94 2.89 -0.55
C 2.34 5.00 5.59
H 1.77 -4.90 -1.45
N -0.77 4.43 -1.02
H 3.54 2.94 6.95
H -1.17 -1.21 2.29
O 5.58 7.40 6.23
N -2.78 6.79 0.89
C -0.05 0.26 1.58
C -1.78 3.55 -0.81
C -1.42 2.25 -0.46
Br 4.34 0.56 -1.09
```

Computed properties:
E_LUMO: -3.180 eV
highest occupied orbital energy: -10.294 eV
F_max: 2.3 eV/Å
total charge: +1
energy: -6172.052147 Eh
HOMO-LUMO gap: 7.115 eV

Here are the Löwdin charges for atoms 1 to 5, given in e: number 1, H, carries 0.14; number 2, H, carries 0.09; number 3, O, carries 0.18; number 4, C, carries -0.33; number 5, H, carries 0.11



- What is the formula in the second record?
  C40H63FFeN2O2